DFT (wB97M-V/def2-TZVPD) results for an isolated molecule of C5H11N in a non-equilibrium geometry.

Output
- Energy relative to the best compared isomer or geometry (same formula, charge and spin): 226.18 kJ/mol
- SMILES string: CCN1C[C@H]1C
- Total energy: -6851.1843 eV
- E_HOMO: -8.94 eV

ORCA input file:
```
! wB97M-V def2-TZVPD RIJCOSX def2/J DEFGRID3
* xyz 0 1
C -1.87566 0.51927 -1.09777
C -1.01345 0.46958 0.14653
N -0.52451 -0.84219 0.50958
C 0.44285 -1.51844 -0.33468
C 0.85996 -0.76361 0.90306
C 1.72795 0.62291 0.73833
H -1.97353 1.56248 -1.41397
H -1.40266 -0.03732 -1.91506
H -2.88033 0.11407 -0.94204
H -0.09394 1.05915 0.04444
H -1.53797 0.85281 1.03202
H 0.25141 -2.59388 -0.45389
H 0.83066 -1.06265 -1.24782
H 1.08819 -1.28277 1.84140
H 2.63406 0.32370 0.22247
H 1.96521 0.98175 1.74015
H 1.50176 1.59516 0.22725
*
```

Löwdin atomic charge list, values in e, 2 entries: number 1, C, carries -0.083; number 2, C, carries -0.283

=====

DFT (wB97M-V/def2-TZVPD) results for an isolated molecule of C2H4O3S in a non-equilibrium geometry.

Output
- Energy relative to the best compared isomer or geometry (same formula, charge and spin): 117.37 kJ/mol
- Total energy: -19114.6064 eV
- E_HOMO: -10.34 eV

ORCA input file:
```
! wB97M-V def2-TZVPD RIJCOSX def2/J DEFGRID3
* xyz 0 1
C 0.44964 0.80864 0.22873
C 0.76442 -0.76376 -0.07247
H 1.24322 1.62858 -0.17530
H 0.12519 0.77790 1.21543
H 1.28469 -0.81137 -1.06437
H 1.44539 -1.17040 0.71734
O -2.50373 -0.09275 0.60122
O -0.62351 1.07854 -0.57296
O -0.52875 -1.34709 -0.27050
S -1.65655 -0.10830 -0.60713
*
```

Löwdin atomic charge list, values in e, 2 entries: number 1, C, carries -0.218; number 2, C, carries -0.194

=====

DFT (wB97M-V/def2-TZVPD) results for a cluster of 2 separate species, C4H8O4 in total in a non-equilibrium geometry.

Output
- Energy relative to the best compared isomer or geometry (same formula, charge and spin): 205.84 kJ/mol
- Total energy: -12464.6230 eV
- E_HOMO: 0.50 eV

ORCA input file:
```
! wB97M-V def2-TZVPD RIJCOSX def2/J DEFGRID3
* xyz -2 1
O -0.69561 2.71169 1.03074
C -0.28744 1.57665 1.33766
O -0.55698 0.89533 2.30390
C 0.45847 0.80219 0.16848
C 1.06338 -0.55943 0.48358
C 0.87710 -1.52537 -0.71542
O 1.88024 -1.74412 -1.51324
H 1.25365 1.47762 -0.26526
H -0.49979 0.79922 -0.46833
H 0.40044 -0.97641 1.21162
H 2.08129 -0.59847 0.64555
H 0.36560 -2.49900 -0.61465
H -0.03025 -0.93914 -1.41513
H -1.24037 -1.21883 -1.95536
H -2.27480 -1.56398 -1.33182
O -2.21825 -1.39355 -2.25296
*
```

Löwdin atomic charge list, values in e, 2 entries: number 1, O, carries -0.135; number 2, C, carries -0.824

=====

DFT (wB97M-V/def2-TZVPD) results for a structure of composition C19H33N3O6STi.

Output
- Energy relative to the best compared isomer or geometry (same formula, charge and spin): 32.52 kJ/mol
- Total energy: -70920.5610 eV
- <S²>: 0.7520
- E_HOMO (alpha / beta): -17.93 / -17.93 eV

ORCA input file:
```
! wB97M-V def2-TZVPD RIJCOSX def2/J DEFGRID3
* xyz 3 2
Ti 0.06304 -0.33908 0.23013
C -1.91008 1.71949 -1.86302
C -0.97651 2.51396 -0.99066
O -0.79553 1.80281 0.25221
C -1.97343 1.88330 1.07936
C -1.55121 1.44727 2.44714
O -0.74040 0.24886 2.31941
C 0.28315 0.23071 3.34514
C 1.43019 1.08262 2.86306
O 1.53583 0.82787 1.44708
C 2.76543 1.28641 0.86342
C 2.45694 1.59787 -0.57080
O 1.63114 0.50367 -1.04479
C 1.60349 0.30912 -2.47711
C 1.30790 -1.15092 -2.68451
O 0.20140 -1.54089 -1.84084
C -1.01861 -1.75261 -2.59889
C -1.65684 -0.42031 -2.89395
O -1.48021 0.36311 -1.71035
H -1.81339 2.04180 -2.90266
H -2.96016 1.81337 -1.57986
H -1.34692 3.51897 -0.78524
H 0.00884 2.59264 -1.43973
H -2.76136 1.26627 0.64559
H -2.33169 2.91414 1.11729
H -2.40747 1.23559 3.08948
H -0.94806 2.22658 2.91146
H 0.58127 -0.80209 3.47900
H -0.13016 0.59650 4.28486
H 2.35739 0.79253 3.36113
H 1.27526 2.15400 3.00112
H 3.51922 0.50618 0.97329
H 3.11063 2.18441 1.37841
H 3.36904 1.64474 -1.16688
H 1.90827 2.53333 -0.67699
H 2.58020 0.56300 -2.89235
H 0.85097 0.96631 -2.91259
H 2.15584 -1.77327 -2.41264
H 1.07163 -1.34037 -3.73168
H -1.66952 -2.37212 -1.99662
H -0.78403 -2.30000 -3.51122
H -2.71700 -0.54545 -3.12622
H -1.18103 0.09181 -3.73580
C 3.50900 -2.10417 -0.26648
C 2.52489 -2.43218 0.80202
N 1.28844 -1.95761 1.01547
C 0.80609 -2.67127 2.12409
C 1.73828 -3.54337 2.55540
N 2.81167 -3.36708 1.71577
H 3.30545 -1.13888 -0.71337
H 3.48973 -2.86768 -1.04624
H 4.51860 -2.08863 0.14414
H -0.17825 -2.51326 2.52562
H 1.73962 -4.25612 3.36167
H 3.68059 -3.88174 1.75561
S -2.67030 -4.04738 0.54093
C -3.56004 -2.66767 1.00711
C -2.78546 -1.56392 0.91454
N -1.49889 -1.79625 0.45646
C -1.33557 -3.09056 0.22136
H -4.58327 -2.73493 1.34100
H -3.10236 -0.57173 1.17998
H -0.40828 -3.50461 -0.14249
*
```

Löwdin atomic charge list, values in e, 2 entries: number 1, Ti, carries 1.294; number 2, C, carries -0.122

=====

DFT (wB97M-V/def2-TZVPD) results for a structure of composition C42H45BrIrN8O2S.

Output
- Energy relative to the best compared isomer or geometry (same formula, charge and spin): 190.42 kJ/mol
- Total energy: -144002.8779 eV
- <S²>: 0.8296
- E_HOMO (alpha / beta): -12.19 / -12.50 eV

ORCA input file:
```
! wB97M-V def2-TZVPD RIJCOSX def2/J DEFGRID3
* xyz 2 2
Ir -0.81719 -0.11570 0.25279
Br -6.16931 -4.62667 -2.26443
C -4.98763 -3.24461 -1.77802
C -5.25331 -1.92412 -2.19149
C -4.40745 -0.90400 -1.85810
C -3.24067 -1.12698 -1.09118
O -2.47594 -0.08916 -0.88201
C -2.98664 -2.46018 -0.64876
C -1.91302 -2.86169 0.18212
N -1.01948 -2.08348 0.72627
C -0.05246 -2.56414 1.61935
C -0.12494 -3.69041 2.36299
C 0.92151 -4.03578 3.26866
C 1.95204 -3.15970 3.53790
C 2.04573 -1.93921 2.87571
C 2.92042 -0.90431 3.24871
C 2.76372 0.35090 2.72754
C 1.63212 0.62351 1.90461
N 0.82596 -0.27991 1.45086
C 1.20225 -1.71116 1.64472
C -3.88290 -3.50115 -1.02949
H -6.13656 -1.72261 -2.78306
H -4.60308 0.10962 -2.18071
H -1.83871 -3.92711 0.38865
H -0.99529 -4.33210 2.31056
H 0.85050 -4.96568 3.81529
H 2.66811 -3.38914 4.31709
H 3.67538 -1.09828 4.00092
H 3.40577 1.16998 3.01512
H 1.38899 1.65009 1.64938
H -3.67521 -4.51220 -0.70184
C -2.39004 1.59842 5.18692
N -1.65047 1.55828 3.92764
C -0.88790 2.76163 3.63589
C -1.84806 0.58284 3.02224
N -1.82952 0.83645 1.71002
C -2.30874 2.09152 1.21550
C -3.43984 2.71540 1.71503
C -3.89396 3.88865 1.12799
C -3.24094 4.41051 0.02241
C -2.11842 3.77786 -0.49451
C -1.63274 2.63153 0.11737
N -0.55563 1.82847 -0.33207
C 0.40924 2.17773 -1.16855
N 1.00555 1.19282 -1.89826
C 2.45113 1.16045 -2.14262
C 0.30271 -0.04806 -2.10927
N 0.86432 3.43697 -1.30552
C 1.36006 3.95414 -2.57885
C 0.85496 4.39021 -0.20733
N -2.04353 -0.67930 3.46029
C -3.08656 -1.51815 2.88146
C -1.48308 -1.15704 4.71710
H -2.87545 2.57220 5.26940
H -1.73084 1.46470 6.04538
H -3.15995 0.83262 5.19845
H -1.54461 3.61428 3.45128
H -0.26579 2.60296 2.75964
H -0.25042 2.98224 4.49285
H -3.98523 2.27169 2.53952
H -4.78089 4.37275 1.51285
H -3.62111 5.30064 -0.45963
H -1.64648 4.15895 -1.38992
H 2.66994 1.10894 -3.21006
H 2.87718 0.28093 -1.65607
H 2.91780 2.04518 -1.72075
H -0.71270 0.10462 -2.46200
H 0.35547 -0.76078 -1.20752
H 0.85173 -0.64432 -2.83835
H 1.18596 3.23317 -3.37192
H 2.42497 4.18545 -2.52661
H 0.82068 4.87220 -2.81711
H 0.61063 3.88891 0.72634
H 0.12824 5.18818 -0.36716
H 1.84780 4.83501 -0.12569
H -3.40045 -1.11994 1.92048
H -3.94709 -1.55389 3.55524
H -2.71792 -2.53518 2.75248
H -0.65718 -0.51855 5.02209
H -1.10281 -2.16664 4.55983
H -2.22689 -1.19197 5.51584
C 4.58730 0.10443 -7.61324
C 4.23653 -0.46545 -6.26932
O 3.50374 0.05320 -5.47006
S 5.08186 -2.02629 -5.94543
C 4.46398 -2.29634 -4.30930
C 3.17580 -2.79222 -4.13503
C 2.62634 -2.85115 -2.86956
C 3.36721 -2.41712 -1.76672
C 4.68551 -1.99769 -1.93599
C 5.23093 -1.93973 -3.20808
C 2.69896 -2.24104 -0.51219
C 1.98864 -2.05844 0.44063
H 3.88253 0.89252 -7.86520
H 4.58285 -0.67133 -8.37816
H 5.59458 0.52155 -7.56704
H 2.59958 -3.09802 -4.99778
H 1.61549 -3.21340 -2.72818
H 5.26277 -1.67731 -1.07894
H 6.23952 -1.57650 -3.35237
*
```

Löwdin atomic charge list, values in e, 2 entries: number 1, Ir, carries 1.417; number 2, Br, carries 0.797

=====

DFT (wB97M-V/def2-TZVPD) results for the ion C6H12NP2 with charge +1 in a non-equilibrium geometry.

Output
- Energy relative to the best compared isomer or geometry (same formula, charge and spin): 45.94 kJ/mol
- SMILES string: C=P/C=C/CP/C=C/[NH3+]
- Total energy: -26473.4665 eV
- E_HOMO: -12.04 eV

ORCA input file:
```
! wB97M-V def2-TZVPD RIJCOSX def2/J DEFGRID3
* xyz 1 1
C -1.21402 -1.81190 -0.00872
C 3.56063 -1.64011 -0.26994
C 0.11596 -1.29565 -0.48436
C -2.10553 1.00107 0.34953
C 1.06124 -0.92066 0.38001
C -1.36996 1.83004 -0.32952
N -0.77472 3.13764 0.26401
P -2.77398 -0.60491 -0.37181
P 2.66298 -0.29242 -0.29779
H -1.38527 -2.62846 -0.70820
H -1.35119 -2.22402 1.02404
H 4.55072 -1.59212 -0.66549
H 3.13581 -2.62145 -0.01550
H 0.41938 -1.32032 -1.59334
H -2.37207 1.19970 1.46064
H 0.98068 -0.90598 1.50205
H -0.96328 1.78089 -1.29506
H -1.37047 3.69379 0.88133
H -0.92134 3.67877 -0.62564
H 0.21828 3.03808 0.59622
H -3.54478 -1.22952 0.59607
*
```

Löwdin atomic charge list, values in e, 2 entries: number 1, C, carries -0.367; number 2, C, carries -0.361